Computed, not measured: C3H7NO2 in the gas phase, with the ωB97M-V functional and the def2-TZVPD basis.

Geometry as ORCA input:
```
! RIJCOSX wB97M-V def2-TZVPD def2/J DEFGRID3
* xyz 0 1
H 1.81246 -1.24799 -0.12410
C -0.80159 -0.42800 -0.76045
N 0.09217 1.08386 0.95600
O -0.92040 1.89406 0.43109
O -0.32036 0.09688 -1.98550
H -0.82522 -1.51501 -0.87984
H 1.86664 -0.55243 1.51808
H -0.34928 1.05968 -1.89847
H -1.81764 -0.07778 -0.54088
H 0.79966 -1.93581 1.15006
C 1.21743 -0.99980 0.76275
C 0.12697 -0.05184 0.37301
H -0.88082 2.67417 0.99825
*
```

Summary:
Total energy, eV: -8807.7847
Energy above the lowest of the compared OMol25 structures with the same formula, charge and spin, eV: 2.744

Atomic partial charges in e from the natural (NBO) method, atoms 1 to 5: atom 1 (H): 0.229, atom 2 (C): -0.127, atom 3 (N): -0.139, atom 4 (O): -0.598, atom 5 (O): -0.705



Computed, not measured: 2 unconnected molecules or ions with the total composition C3H5Cl, with the ωB97M-V functional and the def2-TZVPD basis.

Geometry as ORCA input:
```
! RIJCOSX wB97M-V def2-TZVPD def2/J DEFGRID3
* xyz 0 3
H 1.81831 -1.23662 -0.10083
Cl -2.94533 -0.04572 0.48005
H 1.13646 -0.63920 -1.61312
H 0.39433 2.60282 1.24529
C 0.90874 -0.68128 -0.42702
C 0.66501 1.77961 0.54758
H -2.82793 -1.17381 -0.18298
H 0.08059 -1.25164 -0.08096
C 0.76981 0.64585 0.13200
*
```

Summary:
Total energy, eV: -15706.8440
Energy above the lowest of the compared OMol25 structures with the same formula, charge and spin, eV: 2.726

Atomic partial charges in e from the natural (NBO) method, atoms 1 to 5: atom 1 (H): 0.244, atom 2 (Cl): -0.272, atom 3 (H): 0.205, atom 4 (H): 0.178, atom 5 (C): -0.720



Computed, not measured: a molecular structure, C18H27N5O7P2Re, with the ωB97M-V functional and the def2-TZVPD basis.

Geometry as ORCA input:
```
! RIJCOSX wB97M-V def2-TZVPD def2/J DEFGRID3
* xyz 2 2
C -2.09697 2.38449 -1.33940
C 1.82362 1.50344 2.04675
N 0.78433 1.71102 1.23873
H -1.10480 -0.82430 4.24239
C -3.43548 -0.44545 -0.75657
H -2.16323 1.93620 2.47943
N -2.13872 3.71148 -1.26191
H 1.03496 -2.52909 2.42934
H -0.34780 -3.62091 2.39214
C -1.00383 -0.66161 2.12830
O 3.39589 -0.48356 -2.99235
N -1.24175 1.95540 -0.42462
C -2.02224 0.06012 1.42389
H -1.86702 -2.57842 -1.79408
C -1.45608 -1.81465 0.16731
Re -0.25145 0.16531 0.13101
H 1.30760 1.73725 -3.84724
C 1.94729 -2.44895 -3.22737
C 2.38145 2.56273 2.75241
C 2.21777 -1.13160 -2.50853
C -2.80504 1.19869 1.99571
N -1.29604 4.18484 -0.32568
P 2.62150 -1.36837 -0.71890
H 2.82937 -3.08742 -3.20418
H 3.78656 -3.22213 -0.60905
H -3.48908 0.81765 2.75601
O 1.54730 -0.95786 0.25370
H 0.53572 -0.67567 3.63001
C -0.48732 -0.32969 3.48966
H -0.50687 -3.35405 -0.98636
H 0.50522 5.01705 1.74628
O 2.90114 -2.88304 -0.41374
H -2.14992 -3.71037 -0.45626
H 1.69512 -2.24864 -4.27018
H 0.65700 -3.43482 0.95691
H -2.65185 1.78636 -2.04184
C -0.76363 3.09731 0.15652
C 0.31956 2.96848 1.12262
O -0.51267 -0.73439 -2.61237
O 3.94875 -0.58010 -0.46942
H 3.22745 2.39916 3.40788
C -2.30631 -0.66660 0.19732
O 0.90325 0.96938 -1.41873
H -3.92393 0.51356 -0.59872
C -1.49537 -2.92092 -0.83411
H -2.69421 4.35455 -1.80918
H -4.19159 -1.21547 -0.59019
P 0.76631 0.00430 -2.62080
C 0.22911 -2.90227 1.80183
N 1.91269 3.79959 2.65689
H -0.53024 0.73974 3.69089
H 1.10421 -2.97448 -2.78184
O 1.08553 0.80333 -3.95193
C -0.70130 -1.82587 1.37888
H -3.40261 1.70213 1.23876
H 4.30416 -0.18260 -1.28823
H 3.27151 -0.24203 -3.92052
H 2.20473 0.49471 2.11234
H -3.09923 -0.53083 -1.79017
C 0.88748 4.00792 1.84052
*
```

Summary:
Total energy, eV: -61588.2923
Energy above the lowest of the compared OMol25 structures with the same formula, charge and spin, eV: 0.061

Atomic partial charges in e from the Löwdin method, atoms 1 to 5: atom 1 (C): -0.066, atom 2 (C): -0.057, atom 3 (N): 0.008, atom 4 (H): 0.116, atom 5 (C): -0.007



Computed, not measured: 2 unconnected molecules or ions with the total composition C4H13N2, with the ωB97M-V functional and the def2-TZVPD basis.

Geometry as ORCA input:
```
! RIJCOSX wB97M-V def2-TZVPD def2/J DEFGRID3
* xyz 1 1
H -0.14713 2.66337 -0.05096
H 0.51782 0.41542 0.48903
C -0.78811 -1.84284 0.22250
C 2.82173 -0.07016 -0.44367
H 2.37684 -0.13942 -1.42614
H 2.54276 0.22164 1.45654
N -0.44765 0.58383 -0.00330
H -0.08880 -1.96818 1.04385
C -1.44756 -0.47595 0.27207
H -1.75677 2.13936 -0.56906
H -1.54523 -2.61650 0.30498
H -0.18115 0.47509 -0.98804
N 2.08360 0.17409 0.54659
H 3.89360 -0.23510 -0.38075
C -0.95150 1.95886 0.14308
H -1.33120 2.12346 1.14904
H -2.23728 -0.40810 -0.48056
H -0.26202 -1.99560 -0.71622
H -1.88918 -0.29750 1.25248
*
```

Summary:
Total energy, eV: -7332.2782
Energy above the lowest of the compared OMol25 structures with the same formula, charge and spin, eV: 1.209

Atomic partial charges in e from the natural (NBO) method, atoms 1 to 5: atom 1 (H): 0.232, atom 2 (H): 0.460, atom 3 (C): -0.628, atom 4 (C): 0.045, atom 5 (H): 0.169